241
Properties=species:S:1:pos:R:3 method="wB97M-V/def2-TZVPD" charge=+8 largest_force_ev_per_a=3.0 homo_energy_ev="-16.789 / -20.850" lumo_ha="-0.4980 / -0.5175" e_tot_ha=-6103.66976 homo_lumo_gap_ha="0.11898 / 0.24875" multiplicity=2
C -1.7122 -4.7506 -1.7825
C -3.0076 -5.5464 -2.0080
C -2.9999 -6.6249 -3.0479
N -2.7858 -8.1521 -2.6798
C -4.0847 -8.7396 -1.9833
C -2.4735 -9.0811 -3.9349
C -1.4069 -10.0894 -3.6278
C -1.0501 -9.7150 -2.1874
C -1.4961 -8.3149 -1.8538
H -1.4130 -4.2045 -2.6771
H -0.8311 -5.3524 -1.5600
H -1.6553 -3.9316 -1.0655
H -3.6696 -4.7272 -2.2887
H -3.4459 -5.9518 -1.0961
H -2.2180 -6.5166 -3.7997
H -3.8730 -6.5406 -3.6950
H -4.0837 -9.7895 -1.6904
H -4.7555 -8.3712 -2.7595
H -4.2932 -8.1834 -1.0694
H -3.4235 -9.3583 -4.3918
H -2.0524 -8.4412 -4.7104
H -1.7290 -11.1302 -3.6631
H -0.5492 -9.9697 -4.2897
H -1.4813 -10.4834 -1.5456
H 0.0390 -9.6900 -2.1520
H -1.8678 -8.1132 -0.8491
H -0.8874 -7.5618 -2.3543
C -2.6401 2.4602 6.6970
C -1.8767 1.1331 6.9091
C -2.8204 -0.1347 6.7261
N -2.1620 -1.5121 6.9483
C -1.3748 -1.4394 8.2213
C -1.3211 -2.0546 5.7098
C -2.0441 -3.4480 5.2794
C -2.7709 -3.9373 6.5381
C -3.2653 -2.5760 7.1365
H -2.8962 2.7317 5.6729
H -2.0508 3.2964 7.0733
H -3.5341 2.5091 7.3187
H -1.4864 1.1738 7.9260
H -0.8904 1.1778 6.4473
H -3.2573 -0.2801 5.7381
H -3.6982 -0.0651 7.3686
H -1.9865 -1.0200 9.0200
H -0.4881 -0.8057 8.2017
H -1.0545 -2.3570 8.7149
H -0.3313 -2.2315 6.1306
H -1.1579 -1.1894 5.0673
H -1.2721 -4.1848 5.0573
H -2.6283 -3.3842 4.3614
H -2.1696 -4.4637 7.2793
H -3.6708 -4.4997 6.2896
H -3.6288 -2.6985 8.1567
H -4.1931 -2.3318 6.6191
C 3.6030 -3.3030 4.1110
N 2.8345 -4.6173 4.2174
C 3.4185 -5.5135 5.3555
C 1.4001 -4.2470 4.5907
C 2.8523 -5.6089 2.9612
C 4.2551 -5.8260 2.3432
O 4.6973 -4.6724 1.6182
H 3.0186 -2.9307 3.2695
H 4.6824 -3.4159 4.0098
H 3.5068 -2.7613 5.0519
H 4.4808 -5.3789 5.5592
H 3.3553 -6.5658 5.0783
H 2.9572 -5.1903 6.2887
H 0.8729 -3.7648 3.7675
H 1.4542 -3.6693 5.5134
H 1.0171 -5.2397 4.8271
H 2.2169 -5.1295 2.2165
H 2.3313 -6.5127 3.2771
H 4.2805 -6.7492 1.7643
H 4.9182 -6.0329 3.1832
H 5.5149 -4.8265 1.1393
C 1.6062 -0.1548 2.3758
N 0.3001 0.4973 1.8351
C -0.6491 0.9018 2.9792
C 0.7567 1.7409 0.9915
C -0.5114 -0.3888 0.8663
C -0.7518 -1.8254 1.3228
O 0.4492 -2.6059 1.0988
H 1.9768 0.6395 3.0238
H 2.2503 -0.4558 1.5495
H 1.2902 -0.9988 2.9888
H 0.0457 1.1382 3.7851
H -1.1446 -0.0439 3.1987
H -1.3646 1.6439 2.6248
H -0.0663 2.2081 0.4507
H 1.4995 1.3940 0.2732
H 1.0115 2.4893 1.7419
H 0.0852 -0.5744 -0.0269
H -1.4518 0.0962 0.6046
H -1.6406 -2.2121 0.8242
H -0.9726 -1.8514 2.3899
H 0.0794 -3.4905 1.1479
C -3.8785 3.6522 -2.4797
N -4.8661 3.9394 -1.2826
C -5.3625 5.4673 -1.3545
C -6.1855 3.1331 -1.2975
C -4.0897 3.6689 0.0925
C -3.9155 2.2111 0.4255
O -5.0310 1.4107 0.7428
H -3.0763 4.3898 -2.4562
H -4.4719 3.6751 -3.3937
H -3.4238 2.6717 -2.3384
H -4.4874 6.0845 -1.1510
H -6.0393 5.5779 -0.5072
H -5.9492 5.6499 -2.2548
H -6.7779 3.5147 -2.1291
H -6.6110 3.1545 -0.2942
H -6.0575 2.0525 -1.3606
H -4.7498 4.0397 0.8767
H -3.1936 4.2751 0.2257
H -3.3823 2.2523 1.3753
H -3.3910 1.6014 -0.3102
H -4.8879 0.7195 1.3935
C 3.4531 3.0838 -4.7387
N 3.9402 2.3087 -3.5585
C 3.7847 0.8085 -3.6959
C 5.4623 2.6275 -3.6241
C 3.2144 2.7973 -2.2497
C 3.8148 4.0230 -1.5485
O 3.7908 5.1786 -2.3917
H 3.7769 2.7684 -5.7306
H 3.5573 4.1687 -4.7237
H 2.3922 2.9833 -4.5098
H 2.7262 0.5632 -3.7829
H 4.2312 0.1629 -2.9397
H 4.3655 0.5494 -4.5811
H 5.9227 2.2025 -4.5160
H 5.8655 2.1623 -2.7246
H 5.6255 3.7034 -3.6864
H 3.3052 1.8965 -1.6427
H 2.1507 2.9200 -2.4535
H 4.8691 3.7717 -1.4333
H 3.5007 4.1683 -0.5149
H 4.3721 5.8754 -2.0783
C 0.1148 8.8065 -2.3727
N 0.7999 7.4314 -2.0729
C 1.2103 6.7813 -3.4131
C 2.0557 7.7868 -1.2335
C -0.1098 6.4340 -1.2918
C 0.4195 5.0648 -0.7867
O 1.2509 5.1836 0.3791
H -0.5897 9.1182 -1.6016
H -0.3830 8.8584 -3.3410
H 0.9463 9.5046 -2.4696
H 1.6401 5.7807 -3.4584
H 1.8793 7.4416 -3.9651
H 0.2397 6.7779 -3.9091
H 1.5872 8.3249 -0.4095
H 2.7202 8.4278 -1.8128
H 2.6125 6.9031 -0.9220
H -0.8311 6.2502 -2.0881
H -0.6459 6.9563 -0.4994
H 0.9315 4.6623 -1.6608
H -0.3853 4.4277 -0.4200
H 0.7226 5.1290 1.1788
C 3.1710 -4.9814 -1.2631
N 3.2357 -3.7952 -2.2147
C 1.8005 -3.2213 -2.5317
C 3.9745 -2.6827 -1.4620
C 4.1841 -4.0995 -3.3992
C 3.8147 -3.4196 -4.7296
O 3.9043 -2.0509 -4.4412
H 4.1993 -5.1856 -0.9647
H 2.7831 -5.8568 -1.7840
H 2.4982 -4.8157 -0.4217
H 1.7772 -2.2660 -3.0560
H 1.3624 -2.8675 -1.5984
H 1.4053 -4.0672 -3.0941
H 3.3049 -2.3096 -0.6870
H 4.2360 -1.7513 -1.9642
H 4.8626 -3.0680 -0.9610
H 4.1895 -5.1836 -3.5127
H 5.1752 -3.8292 -3.0347
H 2.8596 -3.7965 -5.0955
H 4.5249 -3.6339 -5.5281
H 4.2995 -1.4835 -5.1071
C 3.5616 3.3937 2.6849
C 4.4682 4.6132 2.5137
C 4.1569 5.6134 3.6368
C 5.0481 6.9157 3.5250
N 4.3395 8.2799 3.7559
C 3.5588 8.5848 2.4093
C 3.7346 10.0981 2.3025
C 5.2204 10.2217 2.4716
C 5.4081 9.4887 3.7913
C 3.4068 8.2179 5.0095
H 3.6888 2.7335 1.8270
H 2.5149 3.6921 2.6273
H 3.5041 2.9136 3.6618
H 4.1535 4.9120 1.5139
H 5.4661 4.1750 2.5320
H 4.2967 5.2240 4.6453
H 3.0923 5.8204 3.5276
H 5.6300 6.9398 2.6037
H 5.9374 6.9696 4.1529
H 2.5123 8.2835 2.4550
H 4.0859 8.0797 1.5999
H 3.3037 10.6567 3.1335
H 3.2751 10.5987 1.4503
H 5.6070 11.2385 2.5406
H 5.7730 9.6346 1.7381
H 5.0597 10.1123 4.6146
H 6.3605 9.1721 4.2165
H 3.8841 8.1875 5.9890
H 2.5641 7.5752 4.7549
H 3.0230 9.2343 5.0974
C -4.0009 -1.9223 -1.4612
C -4.2139 -0.7932 -2.6191
C -4.0769 -1.2791 -4.1476
C -5.1134 -2.3552 -4.5656
N -5.2876 -2.4161 -6.0970
C -6.3157 -3.6205 -6.4770
C -5.5958 -4.8774 -6.2285
C -4.0990 -4.6014 -6.5708
C -4.0546 -3.0556 -6.8049
C -5.7471 -1.1143 -6.5961
H -4.8945 -2.5438 -1.5189
H -3.9507 -1.5440 -0.4402
H -3.2242 -2.6724 -1.6104
H -3.4109 -0.0770 -2.4454
H -5.1319 -0.2059 -2.6389
H -3.0769 -1.7055 -4.0675
H -3.9791 -0.4110 -4.7994
H -6.0932 -2.0182 -4.2272
H -4.7730 -3.3140 -4.1745
H -6.5259 -3.6764 -7.5451
H -7.1696 -3.4672 -5.8172
H -6.0797 -5.6153 -6.8684
H -5.7623 -5.2981 -5.2368
H -3.7488 -5.1538 -7.4427
H -3.3964 -4.8995 -5.7926
H -4.0718 -2.6525 -7.8174
H -3.0963 -2.6349 -6.5005
H -5.9306 -1.2442 -7.6627
H -4.9743 -0.3565 -6.7251
H -6.6324 -0.7950 -6.0463
Br -0.8393 -5.5408 1.7521